Entry from OMol25: a molecular structure, C11H23N2O2PTa in a non-equilibrium geometry (ωB97M-V/def2-TZVPD).

Values from the calculation:
- Spin multiplicity: 1
- Charge: -1

The geometry in XYZ format:
```
40
Properties=species:S:1:pos:R:3:mulliken_charge:R:1
C 3.04564 2.63355 -0.90856 -0.4693
C 2.10289 2.26341 -1.75694 0.0701
C 0.73342 1.84937 -2.53497 -0.7458
Ta -0.78882 0.87013 -1.03655 0.2646
C -2.40230 0.01301 0.37545 -1.1987
C -2.03553 0.00677 1.94593 0.3636
O -0.98962 -0.98780 2.26944 -0.4615
C -1.73600 1.46605 2.58345 -0.5023
N -0.29246 1.72737 2.88933 -0.6861
O -2.19546 2.44490 -1.59638 -0.6559
C -2.98410 1.92396 -2.68970 0.5553
N -3.78928 1.45205 -3.47892 -0.5723
P 0.85148 -1.08431 -0.66510 -0.1106
C 2.17003 -0.61234 0.61792 -0.0790
C 3.68764 -0.83320 0.07489 -0.9408
C -0.01529 -2.71898 -0.24867 -0.3139
C -0.11489 -3.77236 -1.47123 -0.8813
H 3.74342 2.67877 0.00864 0.3266
H 0.31183 2.85107 -2.95218 0.3373
H 0.97010 1.18099 -3.43813 0.3514
H -0.02065 1.93805 0.27584 -0.2510
H -1.49672 -0.10777 -2.47676 -0.0413
H -2.67895 -1.04103 -0.00496 0.3704
H -3.35801 0.66572 0.21593 0.4125
H -2.98756 -0.38569 2.49966 0.2079
H -0.76884 -0.80810 3.22323 0.3039
H -2.29339 1.49665 3.61022 0.3046
H -2.21200 2.33716 1.97022 0.2097
H 0.34961 1.19180 2.28430 0.2392
H -0.14119 2.72227 2.60497 0.3385
H 2.05281 0.53393 0.80023 -0.0775
H 2.05085 -1.17662 1.61620 0.3618
H 4.34873 -1.02879 1.01326 0.3041
H 4.12297 0.07651 -0.47123 0.2025
H 3.77164 -1.73250 -0.65317 0.2633
H 0.63647 -3.23424 0.57108 0.2643
H -1.06731 -2.56419 0.18422 0.1550
H -1.19694 -4.20710 -1.45370 0.2686
H 0.57559 -4.68910 -1.26901 0.2365
H 0.06151 -3.32813 -2.51350 0.2756
```



Entry from OMol25: a molecular structure, C41H36BCaN4PS7Te in a non-equilibrium geometry (ωB97M-V/def2-TZVPD).

Values from the calculation:
- Spin multiplicity: 1
- Charge: -2

The geometry in XYZ format:
```
92
Properties=species:S:1:pos:R:3:mulliken_charge:R:1
Ca -0.43975 1.77589 0.44334 0.2571
S 3.64885 2.86440 6.80216 -0.3566
C 2.84670 2.82814 5.33559 0.0370
S 1.26908 3.44885 5.08689 -0.1473
C 1.07048 3.05795 3.38716 -0.0564
C 2.12639 2.41500 2.83178 -0.2614
S 2.26830 1.81568 1.20494 -0.5254
S 3.48946 2.15654 3.90238 -0.0854
S -0.41345 3.55223 2.62803 -0.3720
C -3.88947 1.70129 2.99412 -0.8445
N -3.84985 2.47778 1.77714 0.5180
C -3.39963 3.78629 1.69880 -1.0109
C -3.53406 4.16138 0.41314 -0.5956
N -4.05846 3.10275 -0.30085 0.3234
B -4.38715 3.13441 -1.81474 -0.3524
N -3.35249 2.24709 -2.60325 0.4384
C -3.70709 1.26759 -3.50008 -0.7362
C -2.60349 0.88214 -4.17794 -0.3124
N -1.56006 1.64102 -3.68376 0.3924
C -0.20603 1.67424 -4.18507 -1.0507
C -2.03109 2.46292 -2.71063 -0.0558
S -1.05601 3.58975 -1.87032 -0.4277
C -4.27314 2.06451 0.54569 0.0857
S -4.92669 0.54487 0.16609 -0.4311
H -4.56254 2.16918 3.71619 0.4035
H -2.88733 1.62930 3.41818 0.1180
H -4.25894 0.71020 2.74316 0.1346
H -2.97503 4.29033 2.54849 0.8679
H -3.26145 5.07615 -0.07908 0.4483
H -4.27112 4.27882 -2.20370 -0.1692
H -5.48427 2.67333 -2.01851 -0.1750
H -4.72118 0.91576 -3.55371 0.4602
H -2.45554 0.12598 -4.92780 0.4451
H -0.12267 0.95252 -4.99696 0.3193
H 0.51005 1.43205 -3.40194 0.2282
H 0.03088 2.67597 -4.54713 0.3946
C -4.33151 -3.86972 4.01366 -0.4018
C -2.98404 -3.86067 4.34560 -0.7220
C -2.13455 -2.90447 3.80323 -0.2151
C -2.62225 -1.94082 2.92362 -0.0147
C -3.98063 -1.95542 2.59801 0.1596
C -4.82642 -2.91397 3.13548 -0.7840
P -1.57939 -0.65961 2.11192 0.9805
C -0.02029 -0.87510 3.05742 0.5711
C 1.05209 -1.64352 2.62060 -0.2884
C 2.18225 -1.78645 3.41479 -0.3692
C 2.25256 -1.16006 4.65023 -0.7853
C 1.19534 -0.37142 5.08653 -0.6322
C 0.07255 -0.22313 4.28825 -0.2617
C -1.18289 -1.38649 0.48588 0.9815
C -1.40782 -2.72762 0.17633 -0.0577
C -1.08499 -3.20106 -1.08580 -0.8724
C -0.51164 -2.33267 -2.00407 -0.9116
C -0.27156 -1.00891 -1.65585 0.1025
C -0.62130 -0.45087 -0.41384 -0.8283
H -4.99211 -4.61704 4.43743 0.3392
H -2.58806 -4.60336 5.02852 0.3953
H -1.08453 -2.91015 4.06789 0.3972
H -4.36693 -1.21347 1.90375 -0.1674
H -5.87589 -2.91278 2.86618 0.4220
H 1.00051 -2.12077 1.64901 0.2755
H 3.02087 -2.37403 3.05839 0.3209
H 3.14383 -1.25065 5.25885 0.3228
H 1.26518 0.15429 6.03123 0.4498
H -0.73625 0.42588 4.60901 0.1873
H -1.83531 -3.40416 0.90977 0.3589
H -1.26842 -4.23854 -1.34520 0.3604
H -0.24572 -2.69196 -2.99262 0.3899
H 0.21081 -0.38791 -2.40311 0.2084
Te 3.58392 0.84955 -1.70266 0.6768
C 4.67960 1.02922 -3.52183 -0.5573
C 4.03862 1.23543 -4.74046 0.1374
C 4.76896 1.31769 -5.91984 -0.5841
C 6.15121 1.20088 -5.89127 -0.3794
C 6.80086 1.01248 -4.67873 -0.5799
C 6.06913 0.93106 -3.50131 -0.2626
C 3.47325 -1.25985 -1.83118 0.0778
C 3.49496 -1.96620 -3.02688 0.0499
C 3.34503 -3.34731 -3.01806 -0.6588
C 3.14804 -4.02551 -1.82397 -0.5690
C 3.11924 -3.31872 -0.62965 -0.2941
C 3.29333 -1.94390 -0.63082 -0.4527
H 2.96028 1.33549 -4.76678 0.3947
H 4.25697 1.47536 -6.86150 0.3840
H 6.72117 1.25877 -6.81065 0.3452
H 7.88074 0.92960 -4.64827 0.3596
H 6.57622 0.78624 -2.55565 0.3930
H 3.63550 -1.44573 -3.96685 0.3665
H 3.36430 -3.89489 -3.95355 0.3581
H 2.99895 -5.09832 -1.82622 0.3465
H 2.94947 -3.83846 0.30557 0.3722
H 3.27452 -1.38853 0.30165 0.2595
```



Entry from OMol25: 10 unconnected molecules or ions with the total composition C4H27NO10 in a non-equilibrium geometry (ωB97M-V/def2-TZVPD).

Values from the calculation:
- Spin multiplicity: 2
- Charge: -1
- Expectation value of S²: 0.753

The geometry in XYZ format:
```
42
Properties=species:S:1:pos:R:3:mulliken_charge:R:1
O 0.39062 -1.26778 0.96305 -0.5278
C 1.16163 -0.37122 0.93595 -1.3525
C 0.88562 1.08816 1.07532 0.6940
C -0.16543 1.44893 2.13296 -0.1824
C 0.30512 2.37100 3.37234 -1.2865
N 0.56217 1.51077 -0.38248 -0.6586
H 2.13453 -0.86718 0.72775 0.6384
H 1.75642 1.53018 1.42791 0.1302
H -0.43687 0.53346 2.66845 0.1994
H -1.15861 1.65714 1.72989 0.0866
H 1.17207 1.94863 3.78283 0.4371
H 0.34433 3.49626 3.20529 0.2507
H -0.46425 2.04316 4.19950 0.3801
H -0.34569 2.01139 -0.34640 0.2911
H 0.32152 0.70477 -1.00260 0.1252
H 2.31422 -1.37886 3.10508 0.3508
H 2.65397 -2.31296 1.93081 0.3176
O 3.05186 -1.86332 2.60031 -0.6821
H 1.97887 4.22978 -0.17100 0.2763
H 2.07349 2.60272 -0.51073 0.4277
O 2.56925 3.48740 -0.14188 -0.7597
H 1.56363 -0.81868 -3.24523 0.1187
H 0.75609 0.45975 -3.69467 0.2464
O 0.77748 -0.25045 -3.09738 -0.3590
H -4.61555 0.46113 -0.37815 0.3011
H -3.52671 0.29920 0.87819 0.2765
O -3.68411 0.30643 -0.03910 -0.6108
H -1.54238 -2.04140 -2.53993 0.2853
H -2.18287 -1.49308 -1.15084 0.1989
O -1.34337 -1.82909 -1.56401 -0.4395
H -0.22428 -3.58848 -0.18570 0.2032
H -0.88344 -3.25955 1.11207 0.3786
O -0.82052 -3.91435 0.40347 -0.6894
H 0.99823 -2.74360 -1.42748 0.2842
H 1.93615 -3.38552 -0.51767 0.2916
O 1.88757 -2.76925 -1.21662 -0.5981
H -0.92977 -0.04790 -2.96822 0.4114
H -2.31347 0.41885 -2.56767 0.2652
O -1.85898 -0.03019 -3.23707 -0.6936
H -2.93198 1.91274 -0.81543 0.3656
H -2.87856 2.94190 0.40873 0.2528
O -2.54804 2.74179 -0.43039 -0.6450
```



Entry from OMol25: a molecular structure, C40H59BCaCl2N11S in a non-equilibrium geometry (ωB97M-V/def2-TZVPD).

Values from the calculation:
- Spin multiplicity: 1
- Charge: +1

The geometry in XYZ format:
```
115
Properties=species:S:1:pos:R:3:mulliken_charge:R:1
Ca -0.00722 -1.30992 -0.39722 -0.1050
C -3.64463 -3.81911 3.34204 -1.2735
N -2.37443 -3.14754 3.10944 0.1574
C -1.28598 -3.43117 4.01235 -1.1031
C -2.08328 -2.59992 1.88804 0.3092
N -0.88972 -2.53087 1.40344 -0.1901
N -3.18092 -2.10169 1.19757 -0.0816
C -3.28738 -1.52849 -0.05015 0.1498
N -4.55639 -1.15359 -0.36675 -0.4558
N -2.30574 -1.41368 -0.86609 -0.3780
H -4.20881 -3.34015 4.13709 0.3472
H -3.46402 -4.84393 3.65153 0.4097
H -4.25530 -3.88430 2.44446 0.4486
H -1.67985 -3.55640 5.01588 0.3822
H -0.58616 -2.59207 4.04280 0.1843
H -0.75976 -4.33221 3.71822 0.4533
H -0.21598 -3.04412 1.96864 -0.4930
H -3.96794 -1.84873 1.78596 0.3480
H -5.29687 -1.28974 0.30537 0.2426
H -4.69048 -0.35943 -0.96293 0.1693
H -2.62643 -0.98136 -1.73070 -0.0773
Cl 1.74350 -5.75472 -2.88817 -0.1400
C 0.16531 -5.00715 -2.99884 -0.6062
Cl 0.21806 -3.52057 -2.03807 -0.0402
H -0.59314 -5.65308 -2.58330 0.4248
H -0.06951 -4.74828 -4.02230 0.3608
C 0.64966 0.08165 3.72516 -0.8279
C 1.52870 1.31710 3.86199 0.6675
C 0.74312 2.61431 3.99959 -1.7858
C 2.54545 1.35760 2.74818 0.1814
C 3.79411 0.86996 3.10066 -1.1677
C 4.82998 0.75331 2.20179 -1.4416
C 4.61663 1.12051 0.88594 -0.9749
C 3.37417 1.58331 0.46287 0.5266
C 3.19117 1.90870 -1.01213 3.1013
C 4.03700 1.07231 -1.99271 -1.7063
C 3.55162 3.37644 -1.24192 -1.7111
C 2.32131 1.73088 1.40297 0.2321
N 1.05128 2.22351 0.93446 0.7815
B -0.03754 1.40524 0.37412 2.0949
N -1.02674 2.47641 0.10255 0.8326
C -0.47339 3.76070 0.35780 -1.3178
C 0.76685 3.59159 0.83426 -0.5113
C -2.37772 2.30062 -0.33416 0.2227
C -2.60381 2.09570 -1.70144 0.7484
C -3.91163 1.90357 -2.15956 -0.3869
C -5.00187 1.95149 -1.30460 -2.2372
C -4.77498 2.13779 0.05245 -0.9675
C -3.47894 2.29789 0.55112 0.5436
C -3.43862 2.40129 2.06382 0.4533
C -2.53721 1.35745 2.74365 -0.8850
C -3.02628 3.79127 2.53886 -1.5855
C -1.50861 2.04187 -2.74531 2.6447
C -1.50090 3.37598 -3.51737 -1.6812
C -1.66693 0.90142 -3.72942 -1.5426
H -0.01191 -0.03132 4.58793 0.4759
H 1.24142 -0.83174 3.67949 0.2270
H 0.05924 0.13463 2.80428 -0.1768
H 2.14717 1.18658 4.76299 0.6501
H 0.04240 2.71220 3.17695 0.2692
H 1.38348 3.47369 4.00640 0.3987
H 0.20447 2.60786 4.92221 0.4909
H 3.95521 0.60130 4.13852 0.3756
H 5.79741 0.41335 2.55339 0.4262
H 5.43015 1.03480 0.16245 0.2529
H 2.12494 1.77147 -1.23961 -1.5168
H 5.09479 1.24497 -1.80458 0.6678
H 3.83616 1.39169 -3.00937 0.4638
H 3.84199 -0.00491 -1.92814 0.0636
H 4.62748 3.51134 -1.10420 0.4309
H 3.08992 4.03967 -0.52518 0.3105
H 3.30323 3.71971 -2.24325 0.3730
H -1.02572 4.68317 0.18540 0.4365
H 1.44811 4.36293 1.16684 0.5854
H -4.08674 1.74465 -3.20855 0.4219
H -5.99126 1.85854 -1.71663 0.3315
H -5.62208 2.17943 0.72400 0.4037
H -4.45933 2.20884 2.41063 0.6100
H -1.53766 1.43395 2.34741 -0.1817
H -2.91885 0.34694 2.57940 -0.0387
H -2.53293 1.54651 3.81062 0.5703
H -1.97033 3.95653 2.31912 0.2109
H -3.17092 3.87575 3.61237 0.4499
H -3.60674 4.57938 2.06240 0.3939
H -0.55110 1.92707 -2.20628 -1.4425
H -2.45785 3.53955 -3.99622 0.4049
H -0.69590 3.40253 -4.27113 0.3542
H -1.35858 4.21769 -2.83962 0.3424
H -2.66732 0.86057 -4.15332 0.3967
H -1.41057 -0.07354 -3.33371 0.1610
H -1.00805 1.06909 -4.56908 0.5379
N 2.46176 1.28919 -8.66549 -0.4482
C 2.23156 0.81557 -7.64319 -0.3251
C 1.94768 0.32755 -6.29295 0.7414
C 1.80570 1.24463 -5.26632 -0.7215
C 1.52202 0.73084 -4.00893 0.2027
N 1.43248 -0.56693 -3.72878 0.3803
C 1.63046 -1.41241 -4.73495 -0.6728
C 1.85636 -1.02676 -6.02604 -0.6512
H 1.88594 2.30377 -5.46206 0.5536
H 1.32487 1.43606 -3.19916 0.0741
H 1.59009 -2.46988 -4.50930 0.3643
H 2.03889 -1.74540 -6.80793 0.4914
S 2.84348 -2.10333 -0.11838 0.0201
C 2.69470 -3.54817 0.68634 -0.4834
N 3.09615 -4.73263 0.23916 -0.0296
C 2.66374 -5.78089 1.14052 -0.5374
C 2.56229 -4.98595 2.44580 -0.5084
N 2.16228 -3.67238 1.92754 0.1474
H 3.29029 -4.82919 -0.73629 0.2786
H 3.35818 -6.61340 1.18121 0.3875
H 1.66933 -6.17578 0.85224 0.2357
H 3.56036 -4.94170 2.90162 0.3275
H 1.84694 -5.40816 3.14385 0.2969
H 2.24792 -2.83719 2.49558 0.0016
```



Entry from OMol25: C5H10 in the gas phase in a non-equilibrium geometry (ωB97M-V/def2-TZVPD).

Values from the calculation:
- SMILES: CCC1CC1
- Spin multiplicity: 1

The geometry in XYZ format:
```
15
Properties=species:S:1:pos:R:3:mulliken_charge:R:1
C -1.59600 0.93038 1.28750 -1.1035
C -0.10354 0.58509 0.72936 -0.6990
C 0.23011 -0.62151 0.01322 0.1703
C 0.13680 -0.60661 -1.43140 -0.5616
C 1.49449 -0.46287 -0.74313 -0.5627
H -1.61496 1.98928 1.70718 0.2928
H -1.75735 0.16979 2.06105 0.3123
H -2.37499 0.82743 0.51914 0.3080
H 0.01655 1.35585 -0.01103 0.3229
H 0.57391 0.61401 1.60935 0.2608
H 0.01884 -1.57201 0.53703 0.3374
H -0.33019 0.14948 -2.03240 0.2800
H 0.20278 -1.72456 -1.85356 0.2029
H 2.26297 -1.30050 -0.97217 0.2374
H 2.03128 0.54433 -0.69787 0.2019
```



Entry from OMol25: C3H8N2S in the gas phase in a non-equilibrium geometry (ωB97M-V/def2-TZVPD).

Values from the calculation:
- SMILES: C[C@@H]1NCNS1
- Spin multiplicity: 1

The geometry in XYZ format:
```
14
Properties=species:S:1:pos:R:3:mulliken_charge:R:1
C -0.50526 -1.64760 0.00961 -0.4986
C -0.18939 0.63188 0.65398 -0.1306
C 0.46811 1.50304 -0.38468 -0.9230
N -1.58650 -0.99383 -0.55947 -0.4494
N 0.56088 -0.69473 0.65082 -0.4360
S -2.13097 0.52784 0.33046 -0.0298
H -0.02544 -2.23983 -0.69870 0.4218
H -1.09482 -2.26744 0.70769 0.2168
H -0.06363 1.01852 1.66698 0.4601
H 0.22177 1.31786 -1.42289 0.2542
H 1.59379 1.44651 -0.03339 0.2515
H 0.16065 2.58575 -0.23589 0.3058
H -1.16506 -0.68235 -1.48907 0.3149
H 0.82316 -1.02657 1.54687 0.2423
```



Total energy (Ha)
-1090.97305; -5902.40360; -975.59863; -4182.92371; -196.43315; -626.71878